No. 1
This record from the OMol25 dataset describes an isolated molecule of C5H7NO. The level of theory is wB97M-V/def2-TZVPD.

The HOMO-LUMO gap comes out at 9.320 eV. The value obtained for the relative energy (zero: lowest compared OMol25 entry of this formula, charge and spin) is 109.7 kcal per mole. Its energy is -324.549702 Ha. The calculation puts the molar mass at 97.1 g mol⁻¹. The calculation puts the HOMO energy at -0.313 Eh. Its largest force on an atom is 0.4 eV/A.

CARTESIAN COORDINATES (ANGSTROEM)
O  2.36393  0.59550  -1.26750
C  1.52833  -0.00254  -0.45131
C  0.59787  0.97552  0.12614
C  -0.87670  0.77846  -0.07201
C  -1.28513  -0.66937  -0.27842
C  -0.49031  -0.94449  1.01429
N  -0.27465  0.52952  1.24614
H  2.94455  -0.10375  -1.60232
H  0.45700  -1.45985  0.85203
H  0.90003  2.02001  0.22159
H  -1.49923  1.64816  -0.27729
H  -0.96565  -1.15011  -1.20637
H  -2.35951  -0.81213  -0.13933
H  -1.04054  -1.40493  1.83437

***

No. 2
This record from the OMol25 dataset describes an isolated molecule of C6H10N2. The level of theory is wB97M-V/def2-TZVPD.

The HOMO-LUMO gap comes out at 9.128 eV. As for the SMILES: [H]/N=C/C(=C)CC(=C)N. The value obtained for the relative energy (zero: lowest compared OMol25 entry of this formula, charge and spin) is 33.6 kcal per mole. Its energy is -344.083128 Ha. The calculation puts the molar mass at 110.2 g mol⁻¹. The calculation puts the HOMO energy at -0.307 Eh. Its largest force on an atom is 0.8 eV/A.

CARTESIAN COORDINATES (ANGSTROEM)
C  0.64928  -0.61146  0.58479
C  -0.42256  -1.35140  -0.18195
C  0.77055  0.83355  0.19546
N  -0.68408  -2.62234  0.31590
C  -0.37599  1.68319  0.52231
C  -0.99670  -0.88082  -1.28528
C  1.84484  1.33632  -0.40824
N  -0.39023  2.91040  0.23352
H  -1.50952  -3.06303  -0.05999
H  -0.58679  -2.73681  1.31277
H  -1.23408  3.41018  0.50378
H  0.42036  -0.67424  1.65540
H  1.60258  -1.12114  0.42330
H  -1.20024  1.16000  1.02916
H  -1.74871  -1.44597  -1.80858
H  -0.71571  0.06388  -1.70997
H  2.69662  0.72835  -0.66142
H  1.88037  2.38135  -0.66095